148
Properties=species:S:1:pos:R:3:lowdin_charge:R:1 method="wB97M-V/def2-TZVPD" e_above_lowest_kcal_mol=0.0 homo_lumo_gap_ev=6.163 max_force_ev_per_a=1.904 e_lumo_ev=1.49 charge=-1
C 6.3764 1.8954 1.3834 -0.112
O 5.7706 3.0170 0.7755 -0.185
C 4.7360 3.5529 1.5754 -0.262
C 4.0584 4.6973 0.8499 -0.184
C 3.2714 4.1595 -0.3449 -0.207
C 2.6456 5.2730 -1.2014 -0.211
C 1.1621 5.4613 -0.8987 -0.214
C 0.3013 4.3932 -1.5897 -0.184
C -1.0737 4.1915 -0.8957 -0.193
C -2.2599 4.6108 -1.7761 -0.204
C -3.5393 3.8107 -1.4235 -0.181
C -4.2227 4.5053 -0.2414 -0.230
N -5.1832 3.7309 0.5474 -0.105
C -5.8003 4.6196 1.5193 -0.102
C -7.2927 4.4533 1.6789 -0.498
O -7.9149 4.9262 2.6226 0.063
O -7.9017 3.7728 0.6905 0.100
C -4.6952 2.5064 1.1458 -0.602
Cl -2.9344 2.6577 1.6521 0.713
C -4.9395 1.3341 0.1940 -0.215
C -4.1276 0.0546 0.3140 -0.697
C -3.9246 -0.4970 1.7109 -0.173
Br -2.3725 0.0721 -0.6062 0.622
C -5.4843 2.1492 2.4906 -0.724
O -4.8812 2.2865 3.5779 -0.078
O -6.6856 1.7831 2.3356 -0.051
H 6.7141 1.1924 0.6254 0.049
H 7.2569 2.1859 1.9627 0.089
H 5.6896 1.3950 2.0700 0.088
H 5.1712 3.8999 2.5195 0.121
H 3.9788 2.7861 1.7602 0.122
H 3.3640 5.1737 1.5421 0.117
H 4.7970 5.4226 0.5174 0.113
H 2.4893 3.4981 0.0273 0.111
H 3.9426 3.5659 -0.9612 0.109
H 2.7818 5.0067 -2.2480 0.104
H 3.1804 6.2116 -1.0598 0.101
H 0.9926 5.4646 0.1748 0.106
H 0.8713 6.4238 -1.3286 0.105
H 0.8755 3.4691 -1.5252 0.105
H 0.2066 4.6542 -2.6420 0.068
H -1.1521 3.1446 -0.6324 0.068
H -1.0552 4.7854 0.0142 0.095
H -2.4391 5.6783 -1.6337 0.105
H -1.9775 4.4042 -2.8058 0.079
H -4.1698 3.8840 -2.3071 0.108
H -3.2139 2.7983 -1.2284 0.042
H -3.4676 5.0157 0.3643 0.099
H -4.7977 5.3125 -0.7002 0.117
H -5.3216 4.6163 2.4979 0.139
H -5.7180 5.6603 1.2021 0.131
H -8.8421 3.8856 0.8687 0.117
H -4.9156 1.6348 -0.8509 0.097
H -5.9747 1.0427 0.3621 0.119
H -4.6826 -0.6978 -0.2339 0.079
H -4.8240 -0.4265 2.3142 0.075
H -3.0942 -0.0467 2.2397 0.052
H -3.6971 -1.5538 1.6302 0.049
C -8.9210 -3.1014 3.6902 -0.229
C -8.0928 -4.1332 4.4669 -0.227
C -7.0955 -4.7522 3.4790 -0.211
S -6.7865 -3.5006 2.2252 0.672
O -7.2944 -3.9800 0.9603 -0.332
O -5.4426 -3.0024 2.3545 -0.321
C -7.9230 -2.2835 2.8758 -0.214
H -9.5033 -2.4692 4.3557 0.105
H -9.6149 -3.6174 3.0166 0.115
H -7.5508 -3.6303 5.2714 0.126
H -8.7124 -4.8983 4.9178 0.048
H -6.1542 -5.0137 3.9558 0.099
H -7.5130 -5.6257 2.9800 0.101
H -8.3739 -1.7327 2.0541 0.112
H -7.3531 -1.6044 3.5097 0.117
C -13.6439 -5.4247 6.4407 -0.222
C -13.7515 -5.4480 4.9101 -0.214
C -12.4582 -4.8429 4.3490 -0.214
S -11.1832 -5.1673 5.5729 0.670
O -10.7377 -3.9144 6.1205 -0.299
O -10.2700 -6.1539 5.0545 -0.325
C -12.2532 -5.9602 6.7684 -0.228
H -14.4223 -6.0241 6.9107 0.113
H -13.7429 -4.3992 6.8029 0.120
H -13.8535 -6.4802 4.5690 0.116
H -14.6239 -4.8998 4.5579 0.113
H -12.1672 -5.2996 3.4066 0.105
H -12.5352 -3.7638 4.2303 0.109
H -11.9182 -5.7153 7.7735 0.108
H -12.1935 -7.0354 6.6028 0.107
C 7.7988 -2.6658 -1.4642 -0.226
C 9.0653 -3.3047 -0.8762 -0.218
C 9.6648 -2.3106 0.1230 -0.216
S 8.2885 -1.3408 0.7471 0.670
O 8.4557 0.0296 0.3220 -0.335
O 8.0550 -1.6705 2.1323 -0.330
C 7.0310 -2.1040 -0.2699 -0.213
H 7.2069 -3.3802 -2.0142 0.088
H 8.0720 -1.8589 -2.1449 0.106
H 8.8025 -4.2278 -0.3611 0.089
H 9.7854 -3.5599 -1.6498 0.113
H 10.1529 -2.8099 0.9563 0.093
H 10.3626 -1.6274 -0.3572 0.105
H 6.2828 -1.3624 -0.5419 0.109
H 6.5724 -2.8996 0.3167 0.109
C 9.6598 -7.3986 2.7031 -0.218
C 10.8917 -6.6536 3.2336 -0.212
C 11.9265 -6.6134 2.1012 -0.218
S 10.9918 -6.6621 0.5662 0.669
O 11.2912 -7.8921 -0.1200 -0.315
O 11.0933 -5.3875 -0.0998 -0.324
C 9.3773 -6.8075 1.3261 -0.228
H 8.8035 -7.2886 3.3662 0.117
H 9.8819 -8.4641 2.6123 0.119
H 10.6093 -5.6363 3.5115 0.118
H 11.3019 -7.1326 4.1212 0.113
H 12.5228 -5.7049 2.1216 0.101
H 12.5783 -7.4846 2.1186 0.103
H 8.7398 -7.4325 0.7053 0.111
H 8.9574 -5.8046 1.4062 0.099
C 8.2745 -1.2790 -7.1138 -0.223
C 8.0530 -0.2626 -5.9852 -0.212
C 6.8002 -0.6980 -5.2149 -0.210
S 6.6908 -2.4820 -5.4050 0.678
O 5.5087 -2.7961 -6.1624 -0.309
O 6.9646 -3.1169 -4.1378 -0.333
C 8.1169 -2.6542 -6.4728 -0.231
H 9.2544 -1.1647 -7.5750 0.113
H 7.5183 -1.1411 -7.8895 0.119
H 8.9167 -0.2669 -5.3171 0.116
H 7.9427 0.7501 -6.3692 0.114
H 6.8647 -0.4584 -4.1562 0.099
H 5.8954 -0.2655 -5.6366 0.108
H 7.9386 -3.4525 -7.1891 0.107
H 8.9729 -2.8983 -5.8439 0.107
C -1.7311 7.8857 -5.5040 -0.220
C -1.6250 7.3023 -6.9194 -0.218
C -0.5095 6.2500 -6.8977 -0.221
S -0.4506 5.6148 -5.2147 0.650
O 0.8142 5.9864 -4.6334 -0.319
O -0.9154 4.2537 -5.2047 -0.314
C -1.7215 6.6899 -4.5572 -0.235
H -2.6327 8.4838 -5.3793 0.114
H -0.8699 8.5271 -5.3031 0.118
H -2.5717 6.8305 -7.1902 0.116
H -1.4207 8.0742 -7.6607 0.110
H -0.7078 5.4255 -7.5775 0.100
H 0.4616 6.6881 -7.1200 0.101
H -1.4805 6.9484 -3.5297 0.100
H -2.6650 6.1467 -4.5951 0.112